Entry 1:
The following is a DFT calculation (ωB97M-V with the def2-TZVPD basis set) of the ion C7H12N3 with charge +1.

The value obtained for the LUMO energy (alpha / beta) is -5.54 / -5.54 eV. The value obtained for the HOMO-LUMO gap (alpha / beta) is 5.06 / 5.06 eV. Its total charge is +1. Its energy above the lowest of the compared OMol25 structures with the same formula, charge and spin is 552.6 kJ/mol.

Positions of all 22 atoms, in Å:
C -1.238 1.018 -0.254
C -2.229 0.252 -0.587
C -0.011 0.689 0.575
C 2.590 0.486 0.616
C -2.547 -1.076 -0.196
C 1.349 0.893 -0.243
C 1.511 -0.305 -1.256
N 3.121 -0.794 0.322
N 2.571 -1.011 -0.812
N -2.102 -1.439 1.016
H -1.192 1.950 -0.665
H -2.833 0.497 -1.493
H 0.090 1.339 1.372
H -0.037 -0.393 0.972
H 3.339 1.183 0.193
H 2.543 0.678 1.728
H -3.085 -1.748 -0.806
H 1.256 1.897 -0.662
H 0.733 -0.623 -1.933
H -1.741 -0.752 1.559
H 2.750 -1.895 -1.236
H -2.287 -2.366 1.495

Results of the natural (NBO) charge analysis, in e, for atoms 1 through 5: 0.038 -0.373 -0.481 -0.299 0.278

=====

Entry 2:
The following is a DFT calculation (ωB97M-V with the def2-TZVPD basis set) of a structure of composition C51H68InN2O2PTe.

The value obtained for the LUMO energy is -5.42 eV. The value obtained for the HOMO-LUMO gap is 7.28 eV. Its total charge is +2. Its energy above the lowest of the compared OMol25 structures with the same formula, charge and spin is 0.0 kJ/mol.

Positions of all 126 atoms, in Å:
In 1.113 0.555 0.072
O 2.930 3.700 6.336
C 3.774 3.882 5.223
C 3.229 3.091 4.070
C 3.959 2.926 2.900
C 3.410 2.191 1.873
N 2.206 1.611 1.935
C 1.484 1.786 3.055
C 1.970 2.516 4.129
C 0.094 1.266 3.063
C -0.688 1.235 4.204
C -2.038 0.911 4.105
C -2.902 0.842 5.343
O -4.265 0.660 5.061
C -2.556 0.646 2.847
C -1.695 0.629 1.766
N -0.395 0.901 1.873
H 3.307 4.143 7.102
H 4.798 3.551 5.425
H 3.822 4.936 4.924
H 4.943 3.362 2.783
H 3.975 2.051 0.962
H 1.378 2.668 5.017
H -0.262 1.463 5.172
H -2.719 1.722 5.966
H -2.583 -0.028 5.923
H -4.692 1.511 4.921
H -3.607 0.428 2.722
H -2.051 0.385 0.771
C -5.203 1.247 -2.792
C -3.951 1.625 -1.997
C -4.323 2.131 -0.601
C -2.985 0.465 -1.914
C -1.727 0.544 -2.491
C -0.801 -0.493 -2.417
C 0.496 -0.385 -3.216
C 0.855 1.062 -3.556
C 0.406 -1.166 -4.540
C -1.151 -1.661 -1.708
C -2.461 -1.800 -1.201
C -3.338 -0.726 -1.295
C -3.029 -3.121 -0.703
C -3.866 -3.767 -1.817
C -3.912 -2.977 0.545
C -0.249 -2.862 -1.695
C -0.558 -3.807 -2.680
C 0.080 -5.026 -2.783
C 1.074 -5.346 -1.876
C 1.415 -4.427 -0.904
C 0.788 -3.177 -0.789
P 1.466 -2.131 0.565
C 0.771 -2.812 2.175
C 1.383 -2.045 3.350
C -0.733 -2.605 2.111
C 1.004 -4.315 2.354
C 3.352 -2.325 0.559
C 3.958 -3.561 1.242
C 3.782 -2.300 -0.915
C 3.948 -1.122 1.301
H -5.869 2.106 -2.882
H -5.757 0.447 -2.295
H -4.944 0.907 -3.795
H -3.443 2.437 -2.525
H -4.846 1.356 -0.033
H -4.988 2.992 -0.677
H -3.435 2.433 -0.043
H -1.477 1.447 -3.030
H 1.308 -0.825 -2.617
H 0.208 1.434 -4.353
H 1.874 1.110 -3.940
H 0.757 1.730 -2.699
H -0.568 -1.002 -5.005
H 0.552 -2.234 -4.411
H 1.169 -0.811 -5.234
H -4.338 -0.835 -0.891
H -2.206 -3.802 -0.482
H -4.682 -3.104 -2.107
H -4.298 -4.705 -1.466
H -3.274 -3.980 -2.707
H -4.913 -2.638 0.275
H -3.503 -2.275 1.269
H -4.027 -3.943 1.037
H -1.346 -3.562 -3.380
H -0.202 -5.724 -3.561
H 1.583 -6.299 -1.923
H 2.194 -4.697 -0.213
H 1.346 -0.967 3.202
H 2.417 -2.338 3.533
H 0.817 -2.277 4.254
H -1.000 -1.595 1.835
H -1.170 -2.821 3.089
H -1.176 -3.286 1.392
H 2.044 -4.576 2.531
H 0.626 -4.891 1.510
H 0.436 -4.625 3.234
H 3.596 -4.515 0.874
H 3.831 -3.533 2.323
H 5.032 -3.535 1.044
H 3.687 -3.280 -1.378
H 4.830 -1.996 -0.982
H 3.177 -1.609 -1.506
H 3.671 -1.108 2.354
H 3.651 -0.174 0.864
H 5.037 -1.181 1.246
C 3.382 2.958 -2.579
Te 3.783 1.132 -1.566
C 4.267 0.017 -3.322
H 4.299 3.241 -3.090
H 3.116 3.710 -1.841
H 2.568 2.820 -3.282
H 4.296 0.730 -4.142
H 3.536 -0.760 -3.520
H 5.251 -0.420 -3.180
C 0.302 2.333 -0.678
C -0.278 3.303 -1.114
C -0.951 4.444 -1.662
C -1.646 5.325 -0.831
C -2.337 6.393 -1.379
C -2.345 6.587 -2.754
C -1.652 5.716 -3.584
C -0.953 4.649 -3.044
H -1.637 5.165 0.239
H -2.870 7.077 -0.733
H -2.887 7.420 -3.180
H -1.654 5.869 -4.655
H -0.404 3.973 -3.687

Results of the Mulliken charge analysis, in e, for atoms 1 through 5: 2.827 -0.515 -0.629 0.021 -1.464